C15H18BrN3OS | ωB97M-V/def2-TZVPD

## Properties
SMILES string: O=C1CC(c2ccc(Br)s2)=NC[C@]2(CN3CCC2CC3)N1
Energy above the lowest of the compared OMol25 structures with the same formula, charge and spin, kJ/mol: 431.5
Total charge: 0
Gap between HOMO and LUMO, eV: 8.185
HOMO level, eV: -8.27

Each line ends with the natural charge from an NBO analysis.
Positions of all 39 atoms, in Å:
O (2.228, 2.395, 0.565)  -0.58
C (1.485, 1.614, 0.076)  0.68
C (1.742, 1.563, -1.390)  -0.56
C (0.379, 1.255, -1.961)  0.27
C (-0.413, 2.348, -2.684)  -0.18
C (-0.247, 3.685, -2.785)  -0.24
C (-1.198, 4.436, -3.624)  -0.29
C (-2.120, 3.552, -4.137)  -0.28
Br (-3.690, 4.009, -5.186)  0.10
S (-1.678, 1.916, -3.796)  0.48
N (-0.107, 0.006, -1.812)  -0.44
C (0.527, -0.981, -0.924)  -0.25
C (0.412, -0.705, 0.614)  0.13
C (-1.079, -0.633, 1.088)  -0.26
N (-1.490, -1.743, 1.909)  -0.43
C (-0.873, -1.576, 3.196)  -0.22
C (0.661, -1.486, 3.044)  -0.43
C (1.048, -1.845, 1.573)  -0.20
C (0.441, -3.212, 1.171)  -0.44
C (-1.138, -3.016, 1.362)  -0.23
N (1.091, 0.513, 0.894)  -0.66
H (2.221, 2.493, -1.754)  0.26
H (2.442, 0.749, -1.671)  0.26
H (0.300, 4.166, -2.048)  0.22
H (-1.174, 5.476, -3.679)  0.23
H (0.026, -1.869, -1.066)  0.20
H (1.623, -1.137, -1.153)  0.19
H (-1.729, -0.742, 0.145)  0.22
H (-1.340, 0.330, 1.571)  0.21
H (-1.176, -2.400, 3.842)  0.20
H (-1.177, -0.645, 3.519)  0.19
H (0.959, -0.510, 3.303)  0.19
H (1.177, -2.149, 3.736)  0.22
H (2.065, -2.005, 1.421)  0.22
H (0.709, -3.965, 2.004)  0.20
H (0.904, -3.527, 0.194)  0.22
H (-1.593, -3.299, 0.464)  0.20
H (-1.379, -3.818, 2.057)  0.20
H (1.163, 0.753, 1.920)  0.40

Forces on atoms 1 to 2 (eV/Å):
0.74 3.51 2.88
2.74 -3.75 0.98

***

C15H18ClF3N2O4Ta | ωB97M-V/def2-TZVPD

## Properties
Energy above the lowest of the compared OMol25 structures with the same formula, charge and spin, kJ/mol: 41.8
Total charge: -1
Gap between HOMO and LUMO, eV: 6.805
HOMO level, eV: -4.17

Each line ends with the natural charge from an NBO analysis.
Positions of all 44 atoms, in Å:
Ta (-0.187, 0.226, -0.925)  1.73
N (1.206, -0.189, 1.131)  -0.80
C (0.735, 0.552, 2.301)  -0.31
C (0.043, 1.817, 1.871)  0.65
O (-0.175, 2.687, 2.716)  -0.68
N (-0.285, 1.867, 0.566)  -0.74
C (-0.913, 3.117, 0.177)  -0.34
C (-1.081, 3.157, -1.316)  0.79
O (-1.318, 4.205, -1.889)  -0.66
O (-0.969, 1.996, -1.909)  -0.78
H (2.027, 0.261, 0.737)  0.40
H (1.444, -1.141, 1.375)  0.39
H (0.018, -0.062, 2.848)  0.22
H (1.525, 0.831, 2.998)  0.20
H (-1.904, 3.225, 0.630)  0.21
H (-0.337, 3.979, 0.505)  0.22
F (-2.558, -0.726, -2.690)  -0.39
C (-1.192, -0.484, -2.799)  0.61
F (-0.696, -1.721, -3.216)  -0.39
F (-1.097, 0.265, -3.924)  -0.35
C (2.212, 2.275, -2.673)  -0.25
O (2.192, 1.410, -1.535)  -0.57
C (1.588, 0.146, -1.804)  -0.23
C (2.474, -0.831, -2.503)  -0.68
H (2.671, 3.210, -2.353)  0.18
H (1.197, 2.463, -3.026)  0.21
H (2.805, 1.841, -3.483)  0.16
H (2.742, -0.495, -3.513)  0.21
H (1.969, -1.793, -2.599)  0.23
H (3.409, -0.970, -1.944)  0.19
Cl (-2.633, -0.186, 0.447)  0.10
C (-1.963, -1.368, 1.547)  0.04
C (-2.411, -1.429, 2.850)  -0.26
C (-1.791, -2.306, 3.730)  -0.25
C (-0.739, -3.091, 3.276)  -0.21
C (-0.330, -3.026, 1.947)  -0.24
C (-0.937, -2.162, 1.030)  -0.03
C (-0.546, -2.014, -0.398)  -0.91
H (-3.214, -0.781, 3.181)  0.23
H (-2.121, -2.360, 4.760)  0.21
H (-0.235, -3.765, 3.959)  0.21
H (0.477, -3.661, 1.595)  0.21
H (-1.397, -2.304, -1.019)  0.26
H (0.292, -2.665, -0.658)  0.22

Forces on atoms 1 to 2 (eV/Å):
2.17 1.15 0.75
-0.32 0.34 -0.22

***

C15H18ClF6N2O18PS | ωB97M-V/def2-TZVPD

## Properties
SMILES string: NN(P(O)Cl)S(=O)(=O)F.O=C1OC[C@@H](F)O1.O=C1OC[C@@H](F)O1.O=C1OC[C@@H](F)O1.O=C1OC[C@@H](F)O1.O=C1OC[C@@H](F)O1
Total charge: 0
Gap between HOMO and LUMO, eV: 10.173
HOMO level, eV: -10.15

Each line ends with the natural charge from an NBO analysis.
Positions of all 62 atoms, in Å:
N (-5.452, -1.753, 0.691)  -0.65
N (-5.348, -0.732, -0.312)  -0.80
P (-3.599, -0.785, -0.785)  1.27
O (-3.461, 0.301, -1.937)  -0.99
Cl (-3.633, -2.558, -1.846)  -0.30
S (-5.820, 0.781, 0.254)  2.52
O (-7.201, 0.838, 0.154)  -0.91
O (-5.108, 1.808, -0.382)  -0.93
F (-5.499, 0.802, 1.764)  -0.47
H (-6.415, -1.774, 1.006)  0.38
H (-4.849, -1.534, 1.480)  0.35
H (-4.323, 0.601, -2.291)  0.53
O (1.076, 4.101, -0.988)  -0.58
C (0.086, 3.683, -0.488)  0.97
O (-1.158, 4.098, -0.792)  -0.48
C (-2.086, 3.257, -0.086)  -0.14
C (-1.240, 2.749, 1.056)  0.45
F (-1.588, 1.495, 1.430)  -0.32
O (0.057, 2.718, 0.476)  -0.51
H (-2.415, 2.447, -0.739)  0.23
H (-2.954, 3.823, 0.240)  0.22
H (-1.226, 3.391, 1.937)  0.16
O (4.559, -1.133, -0.733)  -0.58
C (3.920, -0.245, -1.186)  0.98
O (4.411, 0.975, -1.502)  -0.48
C (3.367, 1.715, -2.152)  -0.13
C (2.134, 1.017, -1.636)  0.44
F (1.131, 1.020, -2.556)  -0.34
O (2.584, -0.314, -1.454)  -0.49
H (3.468, 1.613, -3.234)  0.20
H (3.401, 2.766, -1.885)  0.23
H (1.759, 1.408, -0.692)  0.17
O (5.206, -7.036, 1.315)  -0.56
C (4.725, -5.956, 1.282)  0.97
O (4.982, -5.023, 0.335)  -0.48
C (4.104, -3.908, 0.560)  -0.14
C (3.774, -4.069, 2.023)  0.44
F (2.515, -3.642, 2.312)  -0.34
O (3.835, -5.476, 2.201)  -0.50
H (3.219, -4.009, -0.070)  0.19
H (4.591, -2.967, 0.335)  0.25
H (4.478, -3.586, 2.701)  0.17
O (4.404, -1.238, 3.748)  -0.56
C (3.617, -1.289, 4.627)  0.97
O (2.719, -0.315, 4.921)  -0.48
C (1.856, -0.810, 5.951)  -0.13
C (2.709, -1.884, 6.586)  0.45
F (1.964, -2.910, 7.058)  -0.32
O (3.488, -2.335, 5.493)  -0.49
H (0.954, -1.226, 5.502)  0.21
H (1.581, -0.017, 6.641)  0.21
H (3.370, -1.530, 7.378)  0.15
O (-5.111, 1.995, -4.293)  -0.57
C (-4.032, 2.089, -4.776)  0.97
O (-2.888, 1.801, -4.122)  -0.49
C (-1.807, 1.888, -5.057)  -0.13
C (-2.388, 2.806, -6.111)  0.45
F (-1.925, 2.516, -7.347)  -0.32
O (-3.774, 2.500, -6.047)  -0.49
H (-1.589, 0.897, -5.457)  0.21
H (-0.913, 2.286, -4.584)  0.22
H (-2.245, 3.869, -5.916)  0.16

Forces on atoms 1 to 2 (eV/Å):
-0.37 -0.03 -0.23
1.17 0.76 0.83

***

C15H18F12N2O6S2 | ωB97M-V/def2-TZVPD

## Properties
SMILES string: N#C[C@@H]([C@H](C#N)C(F)(F)C(F)(F)C(F)(F)C(F)(F)F)C(F)(F)F.CCOS(C)(=O)=O.CCOS(C)(=O)=O
Energy above the lowest of the compared OMol25 structures with the same formula, charge and spin, kJ/mol: 1077.5
Total charge: 0
Gap between HOMO and LUMO, eV: 9.605
HOMO level, eV: -10.97

Each line ends with the natural charge from an NBO analysis.
Positions of all 55 atoms, in Å:
N (6.694, -1.643, -0.834)  -0.22
C (5.754, -1.777, 0.078)  0.23
C (4.625, -1.808, 1.312)  -0.36
C (3.937, -3.290, 1.250)  -0.36
C (3.884, -3.732, -0.339)  0.23
N (3.860, -4.148, -1.589)  -0.21
C (2.527, -3.457, 2.059)  0.67
F (1.985, -4.818, 1.686)  -0.32
F (2.727, -3.535, 3.555)  -0.32
C (1.418, -2.280, 1.814)  0.59
F (0.158, -2.752, 2.502)  -0.31
F (1.817, -1.043, 2.561)  -0.31
C (0.998, -2.018, 0.253)  0.58
F (1.963, -1.218, -0.536)  -0.31
F (0.752, -3.300, -0.508)  -0.30
C (-0.457, -1.199, 0.145)  0.95
F (-0.460, -0.485, -1.174)  -0.32
F (-1.603, -2.182, 0.181)  -0.30
F (-0.622, -0.158, 1.184)  -0.31
C (5.454, -1.469, 2.683)  0.99
F (6.895, -1.189, 2.324)  -0.33
F (4.961, -0.170, 3.278)  -0.33
F (5.495, -2.556, 3.686)  -0.32
H (3.910, -0.908, 1.096)  0.32
H (4.708, -4.045, 1.760)  0.33
C (-2.709, 0.184, 3.328)  -0.64
C (-3.021, 1.556, 2.760)  -0.08
O (-4.365, 1.931, 3.023)  -0.71
S (-4.742, 2.499, 4.502)  2.35
C (-6.336, 3.161, 4.084)  -0.88
O (-3.858, 3.598, 4.826)  -0.92
O (-4.933, 1.377, 5.396)  -0.92
H (-2.717, 0.203, 4.422)  0.23
H (-1.722, -0.154, 3.002)  0.22
H (-3.459, -0.547, 3.012)  0.22
H (-2.323, 2.310, 3.138)  0.20
H (-2.905, 1.526, 1.671)  0.19
H (-6.204, 3.963, 3.354)  0.25
H (-6.789, 3.556, 4.995)  0.26
H (-6.956, 2.361, 3.675)  0.25
C (-0.990, 3.251, -7.280)  -0.64
C (-1.465, 3.034, -5.855)  -0.08
O (-1.207, 1.706, -5.422)  -0.71
S (0.300, 1.319, -4.941)  2.35
C (-0.108, -0.222, -4.158)  -0.88
O (0.724, 2.254, -3.921)  -0.93
O (1.104, 1.040, -6.111)  -0.92
H (0.101, 3.214, -7.339)  0.23
H (-1.317, 4.227, -7.651)  0.22
H (-1.377, 2.470, -7.942)  0.22
H (-1.015, 3.762, -5.172)  0.20
H (-2.549, 3.179, -5.813)  0.19
H (-0.774, -0.024, -3.315)  0.25
H (0.819, -0.678, -3.804)  0.26
H (-0.588, -0.874, -4.889)  0.25

Forces on atoms 1 to 2 (eV/Å):
-9.17 -1.37 8.78
6.62 1.42 -5.93